{
  "formula": "C4H12N2S",
  "method": "ωB97M-V with the def2-TZVPD basis set",
  "spin_multiplicity": 2,
  "mol_weight_g_mol": 120.221,
  "gap_ev": [2.48, 8.43],
  "relative_energy_kj_mol": 86.5,
  "total_charge": -1,
  "largest_force_ev_per_a": 3.190,
  "symbols": ["S", "N", "N", "C", "C", "C", "C", "H", "H", "H", "H", "H", "H", "H", "H", "H", "H", "H", "H"],
  "xyz": [[-1.3848, -2.7082, -1.5052], [1.7435, 0.6490, 1.8601], [0.8485, 1.6531, -0.8295], [-1.7479, -1.1972, -0.5124], [0.6303, 0.0261, 1.1422], [0.4820, 0.3489, -0.3977], [-1.0073, 0.1197, -0.8435], [1.6635, 1.7025, 1.7995], [1.7602, 1.9042, -0.5825], [1.0631, -0.4523, -0.8691], [-1.0487, 0.4180, -1.9119], [-2.7944, -0.9068, -0.5142], [-0.2010, -2.8825, -0.7121], [-0.3801, 0.1444, 1.4960], [0.6711, -1.0824, 1.2900], [-1.5568, -1.4713, 0.5077], [0.1146, 2.2497, -0.3917], [2.6284, 0.5143, 1.3400], [-1.4842, 0.9707, -0.3658]],
  "forces_ev_per_a": [[0.622, 0.947, 0.897], [0.090, 1.961, -0.442], [-2.576, 0.510, -0.185], [0.174, 0.948, -0.493], [-0.155, -1.092, -1.259], [-0.507, -3.119, 0.436], [1.311, 0.476, -0.547], [-0.227, -1.500, 0.254], [1.375, 0.640, 0.641], [0.295, 0.465, -0.455], [-0.042, -0.687, 0.345], [-0.310, -0.515, -0.335], [-0.427, -0.336, -0.581], [-0.154, 1.182, 1.277], [0.559, 0.591, -0.482], [0.178, -0.168, 0.608], [1.299, 0.141, -0.504], [-0.701, -0.505, 0.321], [-0.806, 0.062, 0.503]],
  "mulliken_charge": [-0.03, -0.46, -0.53, -1.96, -1.11, -0.74, -0.79, 0.31, 0.22, 0.68, 0.52, 0.62, 0.34, 0.07, 0.50, 0.29, 0.34, 0.39, 0.34]
}

{
  "formula": "C5H14N2",
  "method": "ωB97M-V with the def2-TZVPD basis set",
  "mol_weight_g_mol": 102.181,
  "gap_ev": 9.55,
  "relative_energy_kj_mol": 57.1,
  "smiles": "CC(C)CNCN",
  "total_charge": 0,
  "largest_force_ev_per_a": 0.479,
  "symbols": ["N", "N", "C", "C", "C", "C", "C", "H", "H", "H", "H", "H", "H", "H", "H", "H", "H", "H", "H", "H", "H"],
  "xyz": [[-0.9795, -0.6561, -0.9389], [0.4127, -2.6534, -0.7943], [-0.0793, 1.3561, 0.3946], [-1.2716, 0.5589, -0.2150], [1.0854, 1.4606, -0.5888], [0.4139, 0.8222, 1.7409], [-0.5462, -1.8052, -0.1365], [-1.4372, -2.4141, 0.0802], [-0.1079, -1.4992, 0.8274], [-0.4653, 2.3699, 0.5687], [-1.7816, 1.2185, -0.9234], [1.0745, -0.0330, 1.6180], [1.8474, 2.1203, -0.1899], [1.5437, 0.4911, -0.7566], [1.2441, -2.1277, -1.0529], [0.0151, -3.0488, -1.6398], [-0.4228, 0.5338, 2.3742], [0.7527, 1.8619, -1.5436], [-1.9816, 0.3105, 0.5782], [0.9767, 1.5988, 2.2573], [-0.2932, -0.4651, -1.6598]],
  "forces_ev_per_a": [[0.313, -0.164, -0.197], [0.096, -0.065, -0.266], [-0.187, -0.227, -0.117], [0.149, 0.361, 0.106], [-0.400, 0.192, 0.182], [-0.069, 0.236, -0.115], [-0.211, -0.059, 0.357], [0.248, 0.109, 0.087], [-0.214, -0.067, -0.305], [0.004, -0.116, -0.026], [-0.071, 0.062, 0.129], [0.043, -0.086, 0.036], [0.214, 0.136, 0.028], [0.102, -0.200, -0.050], [-0.100, -0.136, 0.040], [0.089, 0.032, 0.030], [-0.025, -0.053, 0.121], [0.029, 0.039, -0.176], [-0.074, 0.121, 0.006], [0.081, 0.003, 0.096], [-0.016, -0.117, 0.035]],
  "mulliken_charge": [-0.37, -0.63, 0.95, -1.11, -1.60, -1.63, -0.32, 0.33, 0.17, 0.36, 0.42, 0.37, 0.45, 0.29, 0.25, 0.25, 0.37, 0.36, 0.38, 0.41, 0.31]
}

{
  "formula": "C27H45F3O27",
  "method": "ωB97M-V with the def2-TZVPD basis set",
  "mol_weight_g_mol": 858.624,
  "gap_ev": 11.12,
  "relative_energy_kj_mol": 37.2,
  "smiles": "O=C1OC[C@@H](F)O1.O=C1OC[C@@H](F)O1.O=C1OC[C@@H](F)O1.COC(=O)OC.COC(=O)OC.COC(=O)OC.COC(=O)OC.COC(=O)OC.COC(=O)OC",
  "total_charge": 0,
  "largest_force_ev_per_a": 2.599,
  "symbols": ["F", "F", "F", "O", "O", "O", "O", "O", "O", "O", "O", "O", "O", "O", "O", "O", "O", "O", "O", "O", "O", "O", "O", "O", "O", "O", "O", "O", "O", "O", "C", "C", "C", "C", "C", "C", "C", "C", "C", "C", "C", "C", "C", "C", "C", "C", "C", "C", "C", "C", "C", "C", "C", "C", "C", "C", "C", "H", "H", "H", "H", "H", "H", "H", "H", "H", "H", "H", "H", "H", "H", "H", "H", "H", "H", "H", "H", "H", "H", "H", "H", "H", "H", "H", "H", "H", "H", "H", "H", "H", "H", "H", "H", "H", "H", "H", "H", "H", "H", "H", "H", "H"],
  "xyz": [[21.6547, 3.9130, 21.9031], [13.2190, 7.0173, 13.5236], [14.9330, 4.3954, 16.3823], [18.3956, 5.0722, 18.8972], [15.9056, 7.5283, 15.5275], [20.4816, 1.3384, 23.0485], [22.9726, -0.5979, 17.4150], [16.7751, 0.0850, 14.0860], [22.5368, 0.6738, 23.6164], [17.8043, -0.5326, 15.9979], [15.9558, 2.5246, 16.9213], [18.8405, 3.0004, 19.0178], [18.8950, 0.4537, 14.2913], [20.1186, 8.6880, 17.3147], [17.4502, 6.1833, 14.6446], [16.9685, 9.4742, 20.3155], [18.7396, 3.9434, 16.9621], [14.8410, 9.2315, 20.4051], [17.0957, 2.7347, 21.9263], [21.7727, -2.3062, 17.1279], [20.9569, -0.6996, 18.4923], [22.1216, 1.6430, 21.6128], [15.2562, 6.1463, 13.9674], [19.6013, 9.7135, 15.3609], [15.4499, 2.0858, 23.3412], [20.9432, 8.0343, 15.3376], [17.1453, 3.4832, 23.9164], [14.5899, 1.0184, 17.9084], [15.8814, 9.1842, 18.3922], [14.2195, 1.6889, 15.8175], [19.9784, 2.2432, 22.0805], [15.6831, -0.8312, 14.3246], [21.7757, -1.1195, 17.7278], [21.7023, 7.0043, 15.9599], [18.2037, 9.8242, 19.6831], [15.7510, 3.4098, 15.8403], [18.6285, 10.5471, 15.9993], [15.8827, 9.3422, 19.5937], [17.8365, -0.0367, 14.8972], [14.0286, 6.6267, 14.5261], [18.6183, 3.9854, 18.1524], [14.5157, 7.7510, 15.4299], [18.1119, 6.2727, 18.1918], [20.2112, 8.8062, 16.1151], [23.2557, 0.6540, 17.9873], [20.6571, -3.1535, 17.3636], [20.0672, 0.7238, 15.0238], [16.4740, 2.6495, 23.1035], [13.5638, 9.3381, 19.8008], [14.8742, 2.5881, 14.9041], [21.2306, 2.7530, 21.3709], [14.8977, 1.6599, 16.9604], [16.3321, 6.5775, 14.6863], [16.6792, 3.5477, 25.2688], [16.5521, 2.0400, 20.8106], [21.7804, 1.0814, 22.7880], [19.1590, 1.7390, 18.4199], [19.3362, 3.0513, 22.4185], [24.1792, 0.6573, 18.5673], [20.8795, -4.1331, 16.9441], [15.4534, 1.9275, 14.2587], [13.6570, 5.7308, 15.0314], [13.3495, 10.3378, 19.4314], [15.6608, 3.9355, 25.2294], [20.0034, 1.8523, 17.7361], [16.6472, 3.8310, 15.3943], [23.4875, 1.4295, 17.2434], [20.5984, -0.1070, 15.4922], [17.8806, 6.9731, 18.9886], [19.0099, 9.4250, 20.2935], [19.7894, -2.7705, 16.8249], [14.8646, -0.1802, 14.6332], [19.3335, 1.6372, 21.4429], [16.2901, 2.6948, 19.9798], [17.2046, 4.3824, 25.7338], [15.8576, -1.5641, 15.1053], [18.3869, 1.3375, 17.7633], [19.8504, 1.4450, 15.8118], [22.3126, 6.5539, 15.1875], [13.5017, 8.5800, 19.0149], [15.5781, 1.5802, 20.9859], [12.7635, 9.0163, 20.4655], [16.8454, 2.6513, 25.8558], [20.7868, 1.1579, 14.3333], [14.3097, 8.6897, 14.9117], [14.0157, 7.7585, 16.3943], [18.2619, 9.2613, 18.7543], [20.4958, -3.2814, 18.4329], [21.0311, 6.3373, 16.5025], [18.8211, 10.5988, 17.0670], [18.7384, 11.5562, 15.6046], [22.3381, 7.4132, 16.7498], [18.8864, 6.7211, 17.5695], [22.4438, 1.1317, 18.5320], [14.1211, 3.1910, 14.4068], [15.4266, -1.2808, 13.3697], [18.3071, 10.8959, 19.5376], [17.3078, 1.3029, 20.5524], [17.2940, 6.1606, 17.4774], [17.6647, 10.1305, 15.7127], [19.4691, 1.0569, 19.2015], [21.1023, 2.8541, 20.2973]],
  "forces_ev_per_a": [[0.617, 0.097, 0.247], [-0.064, 0.150, 0.116], [0.361, 0.652, -0.264], [0.031, -0.273, -0.573], [0.373, 0.588, 0.856], [-0.140, 0.075, 0.624], [-0.444, 0.621, 0.037], [0.557, -0.609, -0.120], [-0.219, -0.917, -0.976], [0.204, 0.192, -0.172], [0.641, 0.256, -0.594], [-0.235, -0.724, -0.225], [-0.017, 0.100, -0.906], [-0.007, 0.123, 0.039], [-0.263, -0.179, -0.445], [0.420, 0.796, 1.455], [-0.375, -0.189, -0.642], [-0.419, 0.634, 0.803], [-0.244, 0.175, -0.129], [-0.009, -0.162, -0.426], [-0.314, 0.394, -0.152], [0.451, 1.248, -0.824], [0.530, -0.428, -0.586], [0.341, 0.052, -0.181], [-0.146, -0.566, 0.345], [0.229, 0.134, -0.806], [0.429, -0.719, 0.404], [0.350, -0.154, 0.066], [-0.524, 0.587, 0.065], [-0.298, 0.331, -0.419], [-0.386, -0.263, -1.122], [-0.677, 0.960, -0.020], [1.052, -1.263, 0.348], [-0.067, 0.316, 1.153], [0.033, -1.224, -0.602], [-1.103, -0.911, 0.242], [0.205, 0.101, -0.181], [0.512, -1.152, -1.225], [-0.342, -0.604, 0.754], [1.343, -1.138, 0.251], [0.886, 0.743, 1.156], [-0.808, 0.192, -0.659], [-0.570, 0.821, -0.410], [-0.129, -0.070, 0.328], [0.759, 2.196, -0.103], [-0.386, -0.287, -0.104], [0.936, 0.659, 0.805], [-0.118, 1.400, -0.420], [-0.598, -1.176, -0.794], [0.200, -0.528, 0.333], [-1.099, -2.088, -0.348], [-0.319, 0.002, 0.829], [-0.886, 0.297, 0.247], [-0.298, 1.502, -0.180], [-0.776, -0.541, -0.336], [0.186, 1.541, 2.084], [0.674, -0.039, -0.798], [0.366, -0.081, 0.805], [-0.285, -0.644, 0.373], [0.343, 0.148, -0.062], [0.089, 0.613, -0.410], [-0.753, 0.512, -0.026], [0.196, 0.011, -0.079], [-0.306, -0.792, 0.288], [0.221, 0.207, 0.320], [0.209, 0.040, 0.508], [-0.154, -0.612, -0.608], [-0.661, -0.530, -0.195], [-0.257, 0.110, -0.183], [-0.149, 0.249, 0.324], [-0.161, 0.112, 0.406], [-0.213, -0.445, 0.042], [0.230, 0.250, -0.466], [0.818, 0.409, 0.098], [0.484, -0.248, -0.136], [0.390, 0.062, -0.051], [-0.456, 0.031, 0.540], [-0.026, 0.053, -0.164], [-0.233, -0.214, -0.032], [0.083, 0.452, -0.396], [0.324, -0.327, 0.717], [0.487, 0.324, 0.678], [-0.271, -0.235, -0.263], [-0.279, 0.122, -0.170], [0.157, 0.119, 0.122], [0.372, -0.058, 0.173], [0.082, 0.432, -0.225], [-0.266, 0.236, -0.055], [0.028, -0.395, -0.493], [-0.334, -0.257, 0.004], [0.030, -0.132, -0.235], [0.141, 0.203, -0.246], [0.638, -0.595, 0.434], [-0.142, -0.733, 0.391], [0.110, -0.060, -0.187], [0.165, -0.136, 0.009], [-0.180, 0.036, 0.030], [-0.294, -0.104, -0.437], [-0.331, -0.187, 0.441], [-0.178, 0.180, 0.499], [-0.309, -0.019, 0.089], [0.231, 0.164, -0.017]],
  "mulliken_charge": [-0.33, -0.34, -0.35, -0.56, 0.02, -0.41, -0.35, -0.42, -0.56, -0.52, 0.00, 0.29, -0.36, -0.61, -0.43, -0.36, -0.61, -0.34, -0.14, -0.37, -0.51, -0.36, -0.38, -0.40, -0.55, -0.38, -0.31, -0.54, -0.51, -0.46, 0.34, -0.64, 0.86, -0.31, -0.28, 0.30, -0.39, 0.85, 0.93, 0.44, 0.43, -0.12, 0.44, 1.00, -0.42, -0.51, 0.06, 0.68, -0.53, -0.44, 0.94, 0.39, 0.48, -0.72, -0.57, 0.58, -0.98, 0.25, 0.33, 0.24, 0.26, 0.18, 0.30, 0.32, 0.03, 0.40, 0.29, 0.11, 0.09, 0.26, 0.15, 0.22, -0.27, 0.07, 0.26, 0.34, 0.42, -0.23, 0.26, 0.11, 0.42, 0.25, 0.29, 0.34, 0.29, -0.06, -0.13, 0.29, -0.06, 0.15, 0.31, 0.30, -0.19, -0.02, 0.34, 0.27, 0.41, 0.25, 0.11, 0.16, 0.37, -0.12]
}